[1]
Computed, not measured: a molecular structure, C12H31BiCl2O2P2, with wB97M-V/def2-TZVPD.

XYZ file:
```
50
Properties=species:S:1:pos:R:3
C 0.365 4.823 -1.555
C 0.260 3.423 -1.925
H 0.418 5.597 -2.362
H 1.224 4.955 -0.890
H -0.475 5.079 -0.899
O 0.304 2.586 -2.745
Cl 0.110 3.215 2.492
Bi 0.051 1.636 0.627
P 2.740 0.527 0.230
C 3.465 -0.525 -1.074
C 3.742 2.042 0.122
H 4.791 1.794 0.311
H 4.469 -0.373 1.710
H 3.401 2.777 0.866
H 3.115 0.360 2.623
H 3.321 -0.068 -2.060
H 3.648 2.488 -0.878
C 3.381 -0.249 1.751
H 4.544 -0.671 -0.921
H 2.909 -1.232 1.873
H 2.980 -1.507 -1.082
P -2.664 0.635 0.129
C -3.348 -0.521 -1.117
C -3.394 -0.068 1.657
H -3.196 2.972 0.473
H -4.671 2.019 0.121
H -3.542 2.457 -1.202
C -3.615 2.166 -0.145
H -3.108 0.561 2.512
H -4.489 -0.136 1.592
H -4.427 -0.696 -0.978
H -2.822 -1.481 -1.031
H -2.976 -1.070 1.825
H -3.186 -0.126 -2.128
Cl -0.093 0.010 2.727
C -1.316 -3.530 1.191
C -0.059 -2.710 1.118
O 0.069 -1.859 -0.028
C -0.015 -2.531 -1.294
C 0.954 -3.676 -1.475
H -2.233 -2.950 1.008
H -1.383 -3.933 2.208
H -1.284 -4.390 0.510
H -0.044 -1.996 1.959
H 0.837 -3.348 1.195
H -1.055 -2.903 -1.396
H 0.149 -1.731 -2.034
H 0.673 -4.545 -0.857
H 0.883 -3.986 -2.523
H 1.995 -3.401 -1.270
```

## Properties
* lowest unoccupied orbital energy (alpha / beta): -9.79 / -9.79 eV
* energy above the lowest of the compared OMol25 structures with the same formula, charge and spin: 0.0 kcal/mol
* total charge: +2

Results of the Mulliken charge analysis, in e, for atoms 1 through 5:
1. C -0.83
2. C 0.67
3. H 0.37
4. H 0.32
5. H 0.33

=====

[2]
Computed, not measured: a single C7H14OS molecule, with wB97M-V/def2-TZVPD.

XYZ file:
```
23
Properties=species:S:1:pos:R:3
C -1.538 0.333 -0.197
C 1.465 -0.268 1.105
C 2.661 -0.243 0.122
C 0.418 -1.439 0.911
C 2.148 0.081 -1.370
C -2.992 0.436 0.176
C -0.939 1.547 -0.803
O -1.879 -2.159 0.227
S -0.849 -1.312 -0.409
H 1.858 -0.363 2.135
H 0.858 0.619 1.169
H 3.088 0.717 0.385
H 3.277 -1.169 0.109
H 0.887 -2.358 0.564
H -0.141 -1.584 1.795
H 1.459 -0.696 -1.771
H 2.634 0.865 -2.006
H -3.265 -0.586 0.171
H -2.894 1.037 1.102
H -3.583 1.071 -0.582
H -1.462 1.641 -1.747
H 0.181 1.353 -0.935
H -1.388 2.477 -0.151
```

## Properties
* lowest unoccupied orbital energy (alpha / beta): 0.04 / -0.07 eV
* energy above the lowest of the compared OMol25 structures with the same formula, charge and spin: 135.7 kcal/mol

Results of the Mulliken charge analysis, in e, for atoms 1 through 5:
1. C 0.32
2. C -0.66
3. C -0.19
4. C -0.78
5. C -1.07

=====

[3]
Computed, not measured: a single C8H10O3 molecule, with wB97M-V/def2-TZVPD.

XYZ file:
```
21
Properties=species:S:1:pos:R:3
C 0.080 -0.512 -0.921
C -0.183 -1.895 -0.369
C 1.211 -2.171 0.216
C 1.005 0.153 0.211
C 0.162 0.943 1.386
C -0.908 1.741 0.862
C -1.634 1.382 -0.374
C -1.239 0.278 -1.114
H 0.794 -1.695 -2.470
H -0.869 -2.025 0.503
H -0.252 -2.602 -1.178
H 1.818 -2.556 -0.543
H 1.215 -3.014 0.884
H 1.766 0.704 -0.365
H -0.386 -0.011 1.831
H 0.767 1.587 2.120
H -2.653 1.810 -0.621
H -1.735 -0.160 -1.910
O 0.892 -0.659 -2.061
O 1.651 -0.963 0.918
O -1.470 2.678 1.439
```

## Properties
* lowest unoccupied orbital energy: 0.27 eV
* energy above the lowest of the compared OMol25 structures with the same formula, charge and spin: 64.3 kcal/mol

Results of the Mulliken charge analysis, in e, for atoms 1 through 5:
1. C 1.23
2. C -0.93
3. C -0.40
4. C -0.28
5. C -0.48

=====

[4]
Computed, not measured: a molecular structure, C5H10N3, with wB97M-V/def2-TZVPD.

XYZ file:
```
18
Properties=species:S:1:pos:R:3
C -1.046 -0.525 -0.109
C 1.445 -0.851 0.855
C 0.268 -0.036 0.333
C 2.163 0.075 0.024
C 2.884 0.861 -0.688
N -1.251 -1.789 -0.485
N -2.072 0.328 -0.118
N -1.914 1.670 0.217
H 1.631 -0.794 1.928
H 1.490 -1.881 0.508
H 0.147 0.924 0.818
H 2.516 1.632 -1.345
H -0.496 -2.452 -0.494
H 3.961 0.761 -0.641
H -2.174 -2.134 -0.691
H -2.990 -0.032 -0.372
H -2.630 1.977 0.870
H -1.930 2.267 -0.609
```

## Properties
* lowest unoccupied orbital energy: -3.56 eV
* energy above the lowest of the compared OMol25 structures with the same formula, charge and spin: 95.1 kcal/mol
* total charge: +1

Results of the Mulliken charge analysis, in e, for atoms 1 through 5:
1. C 0.58
2. C -0.37
3. C -0.63
4. C 0.36
5. C -0.64

=====

[5]
Computed, not measured: a molecular structure, C28H74ClFNO18Y, with wB97M-V/def2-TZVPD.

XYZ file:
```
124
Properties=species:S:1:pos:R:3
Y 0.874 0.601 -0.200
C -2.278 4.164 2.296
C -1.718 2.963 3.107
C -2.594 2.937 4.461
C -2.849 1.581 5.127
C -3.372 0.562 4.127
C -3.133 0.864 2.588
N -1.850 1.643 2.369
O -1.200 1.483 1.099
C -4.437 1.533 2.117
C -3.064 -0.545 1.966
C -0.263 3.158 3.452
H -2.578 5.064 2.833
H -3.251 3.905 1.879
H -1.509 4.448 1.577
H -3.502 3.524 4.323
H -2.053 3.411 5.280
H -3.384 1.628 6.075
H -1.883 1.097 5.269
H -4.438 0.481 4.340
H -3.072 -0.453 4.387
H -5.229 0.808 1.929
H -4.322 1.969 1.124
H -4.819 2.288 2.804
H -2.216 -1.087 2.385
H -2.828 -0.551 0.902
H -3.952 -1.143 2.174
H -0.146 4.079 4.023
H 0.444 3.220 2.624
H 0.114 2.333 4.056
Cl -0.809 -0.406 -2.131
F 2.539 -1.071 -0.330
C 0.432 -4.685 0.438
C -1.017 -4.601 -0.042
C -1.716 -5.952 0.066
O -1.617 -3.732 0.862
H 0.992 -3.757 0.320
H 1.013 -5.344 -0.207
H 0.456 -4.933 1.499
H -1.048 -4.108 -1.014
H -1.452 -6.637 -0.739
H -2.794 -5.877 -0.075
H -1.439 -6.511 0.960
H -2.540 -3.987 0.930
C 4.541 2.300 3.217
C 4.934 1.254 2.191
O 5.062 1.931 0.913
O 3.208 2.757 2.939
H 5.162 3.192 3.141
H 4.619 1.846 4.205
H 4.266 0.394 2.216
H 5.936 0.957 2.502
H 5.932 1.725 0.563
H 3.254 3.716 2.927
C -4.474 1.869 -1.431
C -3.975 3.273 -1.341
O -2.519 3.248 -1.213
O -4.197 1.391 -2.737
H -5.548 1.851 -1.241
H -3.928 1.264 -0.707
H -4.248 3.803 -0.428
H -4.181 3.870 -2.229
H -2.242 2.735 -0.451
H -3.302 1.153 -2.989
C 1.077 -0.440 2.894
C 0.532 -1.682 2.211
O -0.023 -1.295 0.957
O 1.569 0.599 2.048
H 1.799 -0.779 3.637
H 0.322 0.014 3.535
H -0.119 -2.298 2.832
H 1.396 -2.322 2.032
H -0.709 -1.925 0.726
H 2.093 1.212 2.570
C -3.377 -3.413 -3.157
C -4.181 -2.718 -2.093
O -3.458 -2.184 -1.057
O -2.619 -2.498 -3.895
H -3.979 -4.099 -3.752
H -2.662 -4.126 -2.745
H -4.955 -3.364 -1.679
H -4.767 -1.937 -2.578
H -2.926 -1.404 -1.233
H -2.004 -2.064 -3.300
C 0.212 -1.021 -6.644
C 1.491 -0.299 -6.077
O 1.817 -0.707 -4.764
O -0.809 -0.942 -5.714
H 0.315 -2.092 -6.822
H -0.202 -0.535 -7.527
H 1.370 0.784 -6.103
H 2.325 -0.568 -6.726
H 2.133 -1.613 -4.790
H -0.465 -0.937 -4.818
C 2.219 3.557 -0.207
C 0.737 3.825 -0.504
O 0.267 2.797 -1.265
O 2.571 2.222 0.065
H 2.576 4.119 0.656
H 2.845 3.798 -1.066
H 0.628 4.784 -1.011
H 0.174 3.920 0.424
H -0.147 3.255 -1.999
H 3.456 2.303 0.428
C 4.546 -3.841 0.075
C 4.441 -3.604 -1.402
O 3.080 -3.513 -1.676
O 4.375 -2.633 0.838
H 5.536 -4.253 0.273
H 3.790 -4.536 0.439
H 4.937 -4.402 -1.954
H 5.081 -2.780 -1.718
H 2.824 -2.755 -1.146
H 3.658 -2.163 0.406
C 4.399 0.233 -3.053
C 3.254 1.293 -3.050
O 2.115 0.731 -2.489
O 4.879 -0.065 -1.748
H 5.169 0.626 -3.717
H 4.092 -0.678 -3.568
H 3.079 1.533 -4.099
H 3.516 2.219 -2.538
H 1.817 0.118 -3.165
H 4.096 -0.352 -1.270
```

## Properties
* lowest unoccupied orbital energy: -0.13 eV

Results of the Mulliken charge analysis, in e, for atoms 1 through 5:
1. Y -2.47
2. C -1.52
3. C 1.65
4. C -1.38
5. C -0.84

=====

[6]
Computed, not measured: a gas-phase ion, C27H56FN4O4 (charge +1), with wB97M-V/def2-TZVPD.

XYZ file:
```
92
Properties=species:S:1:pos:R:3
C -1.860 -4.379 0.661
C -2.540 -3.361 1.678
C -3.864 -2.699 1.123
C -4.063 -1.223 1.715
C -4.424 -0.175 0.584
C -4.252 1.337 1.022
C -3.171 2.080 0.121
C -1.802 2.356 0.876
C -0.554 2.233 -0.111
C 0.708 2.988 0.468
C 1.808 2.006 1.073
N 2.642 2.817 2.003
C 1.953 3.105 3.281
C 2.457 2.199 4.496
C 3.986 2.423 4.818
C 4.344 1.398 5.986
N 1.197 0.911 1.865
C 1.088 -0.338 1.213
N 0.526 -1.340 1.881
N 1.649 -0.474 -0.112
C 1.744 -1.896 -0.484
O 0.419 -2.358 -0.789
C -0.050 -1.793 -2.023
C -1.598 -1.449 -1.784
O -2.338 -1.686 -2.973
C -2.040 -0.698 -3.973
C -3.437 -0.160 -4.504
O -3.186 0.793 -5.542
C -2.921 0.088 -6.769
C -1.471 0.410 -7.349
C 2.950 0.246 -0.009
C 3.963 0.028 -1.190
F 4.759 1.185 -1.270
C 4.936 -1.188 -1.042
C 5.638 -1.317 0.362
O 2.650 1.634 0.013
H -2.241 -4.270 -0.384
H -0.752 -4.180 0.622
H -1.975 -5.438 1.024
H -1.800 -2.526 1.822
H -2.679 -3.824 2.693
H -4.734 -3.345 1.384
H -3.740 -2.554 0.013
H -3.157 -0.869 2.275
H -4.935 -1.283 2.419
H -3.798 -0.422 -0.321
H -5.487 -0.338 0.271
H -5.252 1.827 0.858
H -3.968 1.475 2.094
H -3.599 3.055 -0.248
H -2.934 1.498 -0.816
H -1.784 3.420 1.249
H -1.714 1.652 1.753
H -0.365 1.182 -0.441
H -0.867 2.795 -1.039
H 1.220 3.489 -0.400
H 0.411 3.791 1.182
H 3.536 2.343 2.154
H 2.259 4.153 3.572
H 0.837 3.133 3.202
H 2.218 1.115 4.290
H 1.844 2.492 5.394
H 4.622 2.103 3.944
H 4.219 3.482 5.100
H 5.432 1.402 6.236
H 3.690 1.582 6.883
H 4.103 0.366 5.599
H 0.254 1.149 2.204
H -0.344 -1.137 2.375
H 0.941 -2.263 1.988
H 2.351 -2.115 -1.393
H 2.124 -2.558 0.338
H -0.045 -2.561 -2.848
H 0.458 -0.844 -2.328
H -1.651 -0.388 -1.421
H -1.933 -2.166 -0.984
H -1.527 0.188 -3.502
H -1.375 -1.065 -4.796
H -4.108 -1.007 -4.814
H -3.980 0.377 -3.680
H -3.687 0.414 -7.514
H -2.950 -1.033 -6.656
H -1.110 1.414 -7.022
H -1.560 0.365 -8.462
H -0.735 -0.376 -7.019
H 3.403 -0.006 0.995
H 3.364 0.022 -2.144
H 5.759 -1.019 -1.794
H 4.484 -2.175 -1.338
H 6.280 -0.451 0.642
H 6.293 -2.232 0.355
H 4.836 -1.542 1.121
```

## Properties
* lowest unoccupied orbital energy: -3.86 eV
* total charge: +1

Results of the Mulliken charge analysis, in e, for atoms 1 through 5:
1. C -1.01
2. C 0.58
3. C -0.54
4. C -0.82
5. C 0.20

=====

Max |F| (Eh/bohr)
0.1039 0.0713 0.0968 0.0581 0.0562 0.0886